Entry one
ORCA calculation (wB97M-V/def2-TZVPD) on 9 unconnected molecules or ions with the total composition C18H54O9.

Structure (ORCA input):
```
! RIJCOSX wB97M-V def2-TZVPD def2/J DEFGRID3
* xyz 0 1
C -6.0247 0.6494 1.1600
C -7.2139 -0.1988 0.7517
O -8.0561 -0.2684 1.8862
H -5.3000 0.0744 1.7364
H -6.2976 1.5103 1.7703
H -5.4273 1.0838 0.3584
H -6.9477 -1.2222 0.4873
H -7.7331 0.1462 -0.1424
H -8.5629 0.5460 1.9263
C 5.5879 2.3089 2.9700
C 6.6308 3.1832 3.6332
O 7.1356 2.5632 4.8300
H 6.0431 1.3398 2.7656
H 5.2565 2.7602 2.0348
H 4.6653 2.1313 3.5226
H 6.2262 4.1706 3.8560
H 7.4423 3.3588 2.9269
H 7.7824 3.1705 5.1966
C -3.7274 6.5587 -0.4004
C -5.2453 6.9723 -0.4699
O -5.4432 8.1488 -1.2343
H -3.0909 7.3821 -0.0763
H -3.3957 6.2335 -1.3865
H -3.6453 5.7125 0.2818
H -5.5175 7.1876 0.5633
H -5.8453 6.1439 -0.8465
H -6.2241 8.5882 -0.8898
C 3.7891 1.7325 -5.5909
C 2.7762 2.3681 -6.5543
O 3.2944 3.5798 -7.0681
H 4.7551 1.7025 -6.0949
H 3.5721 0.6923 -5.3480
H 3.7371 2.2731 -4.6459
H 1.7997 2.4297 -6.0740
H 2.6502 1.7306 -7.4295
H 2.6374 3.8894 -7.6959
C -2.2303 -5.6396 3.1941
C -1.8663 -4.4273 2.3074
O -1.4009 -3.3484 3.1444
H -2.8851 -5.4951 4.0534
H -1.2829 -6.0918 3.4874
H -2.7343 -6.3476 2.5362
H -2.6732 -4.0080 1.7064
H -0.9985 -4.6543 1.6881
H -1.1152 -2.5912 2.6281
C -0.3454 -0.5541 -1.9860
C 0.1055 0.6693 -1.1484
O -0.1545 0.4923 0.2167
H 0.4835 -1.2611 -2.0211
H -0.5609 -0.1943 -2.9921
H -1.2209 -1.0488 -1.5655
H -0.3718 1.5753 -1.5218
H 1.1869 0.7678 -1.2433
H 0.0553 1.3247 0.6465
C 0.6367 -7.3804 -4.9102
C 0.1747 -8.3886 -3.8551
O -1.2376 -8.3372 -3.7619
H 1.7009 -7.4779 -5.1248
H 0.3511 -6.3730 -4.6073
H 0.0171 -7.6276 -5.7722
H 0.6186 -8.1191 -2.8968
H 0.4689 -9.4256 -4.0174
H -1.4919 -9.0924 -3.2266
C -1.6102 4.4479 4.8199
C -0.3405 5.2410 4.3975
O 0.0512 4.7208 3.1602
H -1.9497 4.7149 5.8207
H -1.4594 3.3688 4.8528
H -2.5129 4.6210 4.2341
H 0.4490 5.1397 5.1422
H -0.5106 6.3169 4.3554
H 0.8103 5.2333 2.8729
C 4.5822 -4.9507 1.5086
C 4.6971 -4.2087 0.1417
O 4.7277 -5.1522 -0.8754
H 5.4153 -5.5995 1.7789
H 3.6126 -5.4486 1.5102
H 4.6179 -4.1487 2.2459
H 5.5971 -3.5952 0.1006
H 3.8353 -3.5571 -0.0024
H 4.6742 -4.7220 -1.7319
*
```

Values from the calculation:
Structure (SMILES) = CCO.CCO.CCO.CCO.CCO.CCO.CCO.CCO.CCO
LUMO level = 0.19 eV

=====

Entry two
ORCA calculation (wB97M-V/def2-TZVPD) on 9 unconnected molecules or ions with the total composition C18H54O9.

Structure (ORCA input):
```
! RIJCOSX wB97M-V def2-TZVPD def2/J DEFGRID3
* xyz 0 1
C 0.9033 -0.4304 3.8012
C 0.9567 -1.7383 3.0382
O 0.5551 -1.4910 1.6870
H 1.4425 -0.5497 4.7477
H -0.1276 -0.2148 4.0847
H 1.3857 0.4225 3.3294
H 0.3325 -2.5327 3.4629
H 1.9679 -2.1667 3.0837
H 0.6430 -2.3230 1.2035
C 3.5565 2.5632 1.9773
C 5.0212 2.3142 1.6554
O 5.8933 3.1124 2.4414
H 3.2843 2.3649 3.0130
H 2.9344 1.9019 1.3643
H 3.2988 3.5857 1.6838
H 5.1836 2.4611 0.5838
H 5.2556 1.2791 1.9095
H 5.6216 4.0335 2.3742
C 5.0879 -2.4250 -0.5211
C 3.8798 -1.6166 -0.1181
O 3.9916 -0.3012 -0.6679
H 5.9913 -2.2198 0.0485
H 5.2660 -2.3001 -1.5903
H 4.8868 -3.4952 -0.4032
H 3.8026 -1.5328 0.9763
H 2.9544 -2.0469 -0.5300
H 3.1875 0.1827 -0.4359
C -6.7549 -1.5947 -0.3235
C -6.0326 -0.2649 -0.4262
O -4.6472 -0.4337 -0.1361
H -6.3785 -2.2435 -1.1208
H -7.8296 -1.4779 -0.4609
H -6.5885 -2.0838 0.6336
H -6.4499 0.3405 0.3961
H -6.1927 0.2953 -1.3493
H -4.3034 0.4219 0.1832
C 0.5175 3.0423 -4.4024
C 1.5746 2.8928 -3.3412
O 2.8479 2.7441 -3.9339
H 0.7721 3.8002 -5.1452
H -0.4171 3.3368 -3.9209
H 0.3712 2.1106 -4.9497
H 1.3255 2.0091 -2.7322
H 1.4939 3.6960 -2.5944
H 3.4446 2.3393 -3.2966
C -0.9835 0.8044 -0.6923
C 0.1839 1.4659 0.0180
O 1.3078 0.5963 -0.0699
H -1.8689 1.4479 -0.6290
H -1.2603 -0.1188 -0.1778
H -0.7772 0.5585 -1.7321
H -0.0857 1.7162 1.0529
H 0.4594 2.4302 -0.4139
H 1.1731 -0.1997 0.4696
C -2.1250 -4.3603 2.1819
C -2.4940 -2.9325 1.8067
O -3.7787 -2.9488 1.2139
H -2.8182 -4.8437 2.8676
H -1.1498 -4.2857 2.6844
H -1.9488 -5.0286 1.3391
H -1.7641 -2.6017 1.0598
H -2.4265 -2.3128 2.7067
H -4.0251 -2.0503 0.9440
C 1.2611 -1.9752 -3.3240
C 0.7786 -0.8396 -4.2356
O 1.0045 -1.2252 -5.5944
H 0.9966 -1.8102 -2.2764
H 2.3512 -1.9800 -3.3865
H 0.8783 -2.9271 -3.6833
H 1.3073 0.0937 -4.0558
H -0.2865 -0.6611 -4.0431
H 0.2640 -1.7651 -5.8814
C -2.8799 1.6192 2.6160
C -3.1192 2.7355 1.6153
O -3.8243 2.1603 0.5110
H -2.4545 0.7302 2.1414
H -3.8351 1.3547 3.0694
H -2.1617 1.8495 3.4048
H -2.1894 3.1956 1.2660
H -3.7217 3.5004 2.1166
H -3.8969 2.8405 -0.1689
*
```

Values from the calculation:
Structure (SMILES) = CCO.CCO.CCO.CCO.CCO.CCO.CCO.CCO.CCO
LUMO level = 0.27 eV

=====

The winner here is entry two, beating the second structure by 2.085 eV.